The following is a DFT calculation (wB97M-V/def2-TZVPD) of a 2-piece molecular cluster, C6H13NO2 overall.

Summary:
Orbital gap = 9.3 eV
ΔE to the lowest compared entry with this formula, charge and spin = 80.81 kcal per mole

Cartesian coordinates (Å):
C: -1.9826 0.6258 1.3819
C: -1.0828 -0.0768 -1.1728
C: -0.7681 -0.2248 1.0528
O: -0.6516 -1.3492 1.5965
H: -2.0032 0.7650 2.4670
H: -2.8836 0.0898 1.0849
H: -1.9692 1.6104 0.9132
H: -1.8982 -0.7995 -1.1297
H: -1.5480 0.9055 -1.2665
H: -0.6965 -0.2665 -2.1772
C: 1.3894 -1.3511 -0.7550
C: 0.9258 0.0617 -0.5749
N: 1.4991 0.9857 -1.3943
C: 0.5776 0.5153 0.8221
O: 1.5482 0.1020 1.7658
H: 1.1298 -0.6724 2.1976
H: 1.6017 1.9247 -1.0292
H: 1.8233 0.6883 -2.3040
H: 0.4623 1.6014 0.8862
H: 2.3656 -1.4739 -0.2772
H: 0.6934 -2.0419 -0.2759
H: 1.4676 -1.6195 -1.8113

Atomic forces in eV per Å
-0.23 -0.20 -0.55
0.94 0.19 -1.50
1.11 -0.25 3.04
-0.49 1.27 -1.49
0.11 -0.14 -0.10
-0.06 0.09 0.08
0.04 -0.14 -0.07
0.16 -0.34 0.82
0.24 0.22 0.35
0.21 -0.01 -0.12
-0.25 -0.32 0.19
-1.72 0.03 -0.45
-0.09 -0.18 0.57
0.14 -0.89 -0.02
-0.46 -0.02 0.13
0.29 0.16 -0.24
0.01 -0.23 -0.69
0.08 0.50 0.27
-0.09 -0.03 -0.16
-0.04 0.09 -0.09
0.09 0.07 -0.03
0.01 0.15 0.03